The following is a DFT calculation (wB97M-V/def2-TZVPD) of a single C2H4N2O2 molecule.

Atoms and positions in Å:
N: 1.49 1.08 0.02
C: 0.96 -0.15 -0.01
O: 1.62 -1.16 -0.26
N: -0.35 -0.24 0.52
C: -1.43 0.39 -0.08
O: -2.47 -0.17 -0.17
H: 2.43 1.25 0.03
H: 1.00 1.96 0.03
H: -0.59 -1.14 0.84
H: -1.25 1.26 -0.69

For the total energy, the calculation gives -338.6177 hartree. As for the SMILES: NC(=O)NC=O. For the strongest force on any atom, the calculation gives 3.2 eV/Å. The energy above the lowest of the compared OMol25 structures with the same formula, charge and spin comes out at 22.3 kcal/mol. As for the orbital gap: 11.05 eV.

The following is a DFT calculation (wB97M-V/def2-TZVPD) of a single C2H4N2O2 molecule.

Atoms and positions in Å:
N: -0.95 -1.21 -0.21
N: -0.13 0.02 -0.07
C: -0.26 0.88 0.97
O: -0.90 0.72 2.02
C: 0.80 0.29 -1.06
O: 0.97 -0.39 -2.01
H: -1.23 -1.34 0.78
H: -0.10 -1.90 -0.45
H: 0.41 1.76 0.86
H: 1.38 1.17 -0.83

For the total energy, the calculation gives -338.5644 hartree. As for the SMILES: NN(C=O)C=O. For the strongest force on any atom, the calculation gives 3.5 eV/Å. The energy above the lowest of the compared OMol25 structures with the same formula, charge and spin comes out at 55.7 kcal/mol. As for the orbital gap: 10.79 eV.

The following is a DFT calculation (wB97M-V/def2-TZVPD) of a single C2H4N2O2 molecule.

Atoms and positions in Å:
H: 2.31 0.51 -0.30
N: 1.34 0.30 -0.13
C: 0.58 1.26 0.16
O: -0.68 0.93 0.50
C: -0.70 -0.52 0.59
N: -1.15 -1.05 -0.58
O: -0.48 -1.08 1.62
H: 0.77 2.34 0.19
H: -1.14 -2.06 -0.60
H: -0.85 -0.61 -1.44

For the total energy, the calculation gives -338.6058 hartree. As for the SMILES: [H]/N=C/OC(N)=O. For the strongest force on any atom, the calculation gives 0.7 eV/Å. The energy above the lowest of the compared OMol25 structures with the same formula, charge and spin comes out at 29.7 kcal/mol. As for the orbital gap: 11.20 eV.

The following is a DFT calculation (wB97M-V/def2-TZVPD) of a single C2H4N2O2 molecule.

Atoms and positions in Å:
H: 1.65 -1.90 0.28
N: 1.12 -1.15 -0.15
C: -0.11 -1.28 0.11
O: -1.07 -0.43 -0.32
C: -0.94 0.97 -0.34
N: 0.32 1.49 -0.13
O: -1.94 1.59 -0.52
H: -0.56 -2.09 0.68
H: 1.08 0.87 -0.36
H: 0.45 1.95 0.76

For the total energy, the calculation gives -338.6016 hartree. As for the SMILES: [H]/N=C/OC(N)=O. For the strongest force on any atom, the calculation gives 0.5 eV/Å. The energy above the lowest of the compared OMol25 structures with the same formula, charge and spin comes out at 32.4 kcal/mol. As for the orbital gap: 11.17 eV.